Here is one molecule with the formula C20H26N2O3S2 from OMol25. Energies are from ωB97M-V/def2-TZVPD.

XYZ file:
```
53
Properties=species:S:1:pos:R:3:forces:R:3:nbo_charge:R:1
C 3.043349 3.996195 -1.418622 0.061 -0.287 -0.059 -0.6178
C 3.078577 2.554765 -1.931505 -0.012 0.274 0.196 -0.2036
N 1.826741 2.142533 -2.524457 0.188 0.115 -0.132 -0.4527
C 1.695471 2.364768 -3.945845 -0.003 -0.271 -0.189 -0.2033
C 2.177862 1.173978 -4.778100 -0.121 0.245 0.110 -0.6198
C 0.838105 1.543371 -1.789872 -0.199 -0.130 0.107 0.2767
C 0.884571 1.504682 -0.387137 0.141 0.051 0.083 -0.2943
C -0.096681 0.875346 0.346527 -0.255 -0.009 -0.166 -0.2137
C -1.172378 0.250854 -0.271364 -0.130 0.278 -0.073 -0.0125
C -2.219126 -0.474030 0.534607 -0.100 0.190 -0.343 -0.2341
N -1.643697 -1.303803 1.585910 -0.173 0.106 0.246 -0.4455
C -0.546893 -2.074739 1.370966 0.102 -0.120 0.015 0.6634
O 0.083158 -2.595243 2.276706 0.172 0.022 0.120 -0.6176
C -0.127527 -2.285637 -0.033926 0.076 -0.553 -0.533 -0.2989
C 1.133990 -2.114434 -0.522744 -0.304 0.043 0.290 -0.2101
C 1.257682 -2.487979 -1.876971 -0.040 -0.064 -0.163 -0.2531
C 0.100249 -2.976393 -2.389076 -0.340 -0.037 0.139 -0.4038
S -1.169325 -2.975270 -1.232897 0.484 0.041 0.126 0.4425
C -2.148161 -1.153085 2.942091 -0.024 -0.439 -0.151 -0.0377
C -2.517765 -2.498863 3.591205 -0.023 -0.137 -0.331 -0.4299
C -3.025139 -2.194505 4.985452 0.386 0.509 0.094 -0.6485
S -2.082715 -0.699827 5.471753 0.053 0.161 0.258 2.1558
O -1.195060 -0.969991 6.566224 0.304 -0.348 -0.060 -0.9336
O -3.003214 0.395576 5.627085 -0.303 0.129 -0.334 -0.9544
C -1.183392 -0.478139 3.904306 -0.443 -0.172 0.596 -0.6738
C -1.248906 0.315859 -1.655336 -0.036 0.071 0.304 -0.1932
C -0.272137 0.940643 -2.400289 0.030 0.118 -0.143 -0.3063
H 4.004082 4.262471 -0.985658 0.106 0.103 0.068 0.2106
H 2.828074 4.683195 -2.233682 -0.019 0.090 -0.070 0.2055
H 2.271971 4.115327 -0.662606 -0.072 0.038 0.083 0.2105
H 3.339619 1.872894 -1.118541 0.051 -0.009 -0.095 0.2006
H 3.859325 2.464178 -2.692494 -0.019 -0.084 0.065 0.1957
H 0.653777 2.592898 -4.184545 0.079 0.079 0.000 0.2011
H 2.286803 3.247678 -4.205132 -0.106 0.009 0.025 0.1972
H 1.612662 0.279565 -4.529154 -0.049 -0.110 0.008 0.2104
H 2.056274 1.384432 -5.837511 0.017 -0.035 -0.159 0.2105
H 3.229363 0.976641 -4.582795 0.114 -0.038 0.004 0.2050
H 1.691165 1.976788 0.148556 0.112 0.085 0.023 0.2107
H -0.014900 0.857484 1.423925 0.055 -0.003 0.142 0.2076
H -2.841403 -1.085821 -0.129599 -0.019 0.205 0.043 0.2041
H -2.872579 0.259013 1.017037 0.014 -0.162 0.003 0.2164
H 1.935391 -1.711343 0.068797 0.132 0.067 0.155 0.2356
H 2.171071 -2.403281 -2.437640 0.142 0.000 -0.131 0.2274
H -0.091709 -3.349165 -3.375439 0.013 -0.078 -0.226 0.2372
H -3.055053 -0.540767 2.890277 0.104 -0.079 -0.106 0.2195
H -1.621805 -3.118232 3.637777 -0.112 0.036 -0.019 0.2511
H -3.266269 -3.015865 2.988417 0.009 -0.001 0.033 0.2235
H -2.824540 -2.980370 5.704562 0.040 0.007 0.124 0.2528
H -4.074733 -1.915876 5.005754 -0.046 0.095 0.055 0.2423
H -1.052320 0.583484 3.724604 -0.045 0.131 0.139 0.2490
H -0.233719 -1.001064 3.958508 0.013 -0.057 0.024 0.2736
H -2.081466 -0.147707 -2.165779 -0.054 -0.078 -0.058 0.2107
H -0.376719 0.936808 -3.472333 0.050 0.000 -0.136 0.2110
```
Positions in Å, forces in eV/Å.

Results
E_HOMO in eV: -7.5796
Spin multiplicity: 1
Molecular weight in u: 406.6
Energy relative to the best compared isomer or geometry (same formula, charge and spin) in kJ/mol: 125.0
LUMO level in Eh: 0.0175

---

Here is a 5-piece molecular cluster, C2H13NO5 overall at a distorted geometry from OMol25. Energies are from ωB97M-V/def2-TZVPD.

XYZ file:
```
21
Properties=species:S:1:pos:R:3:forces:R:3:nbo_charge:R:1
N -0.272669 -1.179438 -1.633037 -1.190 1.034 -3.022 -0.8720
C -1.103047 -1.206248 -0.439228 1.058 -0.468 0.737 -0.3636
C -1.749623 0.126098 -0.209246 2.230 0.246 0.493 0.4445
O -1.095796 1.103934 -0.549502 -2.171 -0.669 -0.119 -0.5638
H -0.885901 -1.764992 -2.312264 1.958 1.771 0.723 0.3725
H -0.151199 -0.093448 -2.018056 -0.839 -3.773 1.300 0.4063
H -0.422548 -1.474587 0.414942 -0.584 1.858 -0.498 0.2351
H -1.737781 -2.091731 -0.376171 -0.695 0.278 -0.677 0.1993
H -2.642588 0.148790 0.413357 -0.451 0.466 -0.018 0.1351
O 1.114184 0.813034 0.996579 0.564 -1.059 0.260 -0.9653
H 0.949121 1.322085 0.214960 -0.100 0.168 -1.093 0.4876
H 0.892709 1.486656 1.619500 -0.068 0.565 1.107 0.4831
O 0.115883 -2.922780 1.803880 -0.975 -1.292 2.069 -0.9412
H -0.410816 -2.756922 1.042847 0.334 -0.116 -0.719 0.4624
H 1.013037 -2.646938 1.771399 0.893 0.568 -0.760 0.4876
O 2.601971 -0.033032 -1.258215 -1.850 -0.951 1.927 -0.9835
H 1.777314 -0.589311 -1.457980 1.658 0.877 0.325 0.4818
H 2.528847 0.049679 -0.241377 0.252 -0.083 -2.304 0.4878
O -0.265614 3.179446 0.873984 -1.771 0.195 -1.067 -0.9611
H -1.030170 2.817632 1.395971 1.026 0.580 -0.927 0.4719
H -0.620327 3.205232 -0.078835 0.721 -0.194 2.263 0.4954
```
Positions in Å, forces in eV/Å.

Results
E_HOMO in eV: -10.1618
Spin multiplicity: 1
Molecular weight in u: 131.1
Energy relative to the best compared isomer or geometry (same formula, charge and spin) in kJ/mol: 318.3
LUMO level in Eh: 0.0018

---

Here is one molecule with the formula C3H5I at a distorted geometry from OMol25. Energies are from ωB97M-V/def2-TZVPD.

XYZ file:
```
9
Properties=species:S:1:pos:R:3:forces:R:3:nbo_charge:R:1
C 0.177449 1.470509 -0.034878 3.716 9.541 -0.319 -0.4408
C -0.344840 0.271538 0.008017 -4.760 -12.915 0.387 -0.0916
C 0.346890 -1.210105 0.011980 -0.759 3.448 0.039 -0.6562
I -2.465290 0.017133 0.070826 1.334 0.489 -0.042 0.1471
H -0.451563 2.348454 -0.038013 0.171 0.066 -0.014 0.1926
H 1.238387 1.639843 -0.071010 0.233 -0.031 -0.004 0.1906
H 0.126205 -1.686523 0.958959 -0.021 -0.236 0.141 0.2225
H -0.046864 -1.783008 -0.815022 -0.042 -0.236 -0.148 0.2236
H 1.419624 -1.067840 -0.090859 0.128 -0.127 -0.038 0.2122
```
Positions in Å, forces in eV/Å.

Results
⟨S²⟩: 2.010
E_HOMO (alpha / beta) in eV: -5.2805 / -9.7558
Spin multiplicity: 3
Molecular weight in u: 168.0
Energy relative to the best compared isomer or geometry (same formula, charge and spin) in kJ/mol: 72.5
LUMO level (alpha / beta) in Eh: 0.0187 / -0.0938

---

Here is a 10-piece molecular cluster, C5H32N2O10 overall at a distorted geometry from OMol25. Energies are from ωB97M-V/def2-TZVPD.

XYZ file:
```
49
Properties=species:S:1:pos:R:3:forces:R:3:nbo_charge:R:1
C 0.004377 -0.183610 -3.320332 -0.637 -1.189 0.427 -0.4455
N 1.336129 0.332612 -2.958694 -1.435 0.930 0.151 -0.6273
C 1.184223 1.153139 -1.719361 1.244 0.022 0.466 -0.0579
C -0.065242 2.034029 -1.436522 -0.139 0.291 -1.438 -0.2521
N -1.002928 1.455689 -0.450425 1.026 0.532 0.294 -0.8526
C 2.478411 1.958361 -1.542387 0.790 0.529 2.588 -0.4536
C 2.969480 1.819705 -0.079314 1.106 -0.156 0.022 -0.0495
O 2.108037 2.377268 0.896098 0.039 0.335 -0.244 -0.7327
H -0.744026 0.545984 -3.647315 0.307 0.113 -0.191 0.1792
H -0.446653 -0.643247 -2.421468 0.281 0.244 -0.101 0.2048
H -0.026292 -1.047341 -4.008134 0.612 0.620 -0.115 0.2086
H 1.692989 0.963460 -3.684885 -0.224 -0.409 0.182 0.3571
H 1.164180 0.435652 -0.863593 0.047 0.072 -0.506 0.1529
H 0.266359 3.051585 -1.169960 -0.248 -0.574 0.414 0.2111
H -0.591052 2.188876 -2.376896 -0.195 -0.042 -0.127 0.1913
H -0.849182 0.456017 -0.518755 -0.225 -0.255 0.065 0.3511
H -0.563078 1.708334 0.437087 -0.412 -0.310 0.125 0.3651
H 2.421968 3.072798 -1.522308 -0.370 -0.720 -1.287 0.2193
H 3.369286 1.563864 -2.046597 -0.547 0.253 -0.731 0.2226
H 3.209203 0.782798 0.144020 -0.277 -0.409 0.084 0.1614
H 3.962949 2.314984 0.003406 -0.689 0.099 0.016 0.1698
H 1.556696 1.699327 1.285284 -0.122 -0.233 0.145 0.4765
O 0.392287 -3.917672 -0.757183 -0.484 -0.008 -0.085 -0.9759
H 0.073648 -4.632433 -1.311658 0.225 -0.335 -0.036 0.4573
H -0.346191 -3.273521 -0.811175 0.596 0.134 0.319 0.4888
O -4.104285 -1.325259 0.086243 -0.023 0.125 0.009 -1.0035
H -4.163891 -1.953176 0.818147 -0.227 0.459 -0.008 0.4670
H -4.222150 -0.398735 0.437584 -0.091 -1.104 0.149 0.5042
O -1.009467 2.044775 2.637147 1.055 -0.718 -0.607 -1.0090
H -1.303972 1.800218 3.526958 -0.586 0.757 -0.307 0.5075
H -1.445708 2.764823 2.182637 -0.494 0.240 0.734 0.4921
O 0.482187 -1.175099 3.865638 -0.136 0.117 0.287 -0.9645
H 0.047719 -1.627558 3.136202 -0.017 -0.057 -0.007 0.4825
H 1.354429 -1.048437 3.481816 0.099 0.097 0.056 0.4870
O -3.762728 1.019281 1.108957 -0.203 0.379 0.510 -0.9565
H -2.896787 0.926166 0.689270 0.293 0.572 0.069 0.5014
H -3.635803 1.130348 2.066551 0.131 -0.090 -0.513 0.4928
O -2.055048 0.031921 4.167516 0.838 0.167 -0.793 -0.9537
H -1.125255 -0.053710 4.440982 -0.047 -0.383 0.811 0.4961
H -1.827735 -0.011937 3.220467 -0.784 -0.060 0.070 0.4626
O 2.698235 -1.958638 -0.920324 0.143 0.237 0.364 -0.9583
H 1.996431 -1.311371 -1.059901 -0.001 -0.198 -0.307 0.4803
H 3.203853 -1.956203 -1.732163 0.097 0.061 -0.246 0.4823
O -1.673967 -2.194275 -0.762182 1.085 0.784 0.214 -0.9854
H -2.058926 -1.559200 -0.113530 -0.538 -1.285 -0.951 0.5153
H -2.256691 -2.914920 -1.002587 -0.860 0.503 0.382 0.4909
O 1.157813 -1.847454 1.314074 0.665 0.206 0.070 -0.9986
H 2.083482 -1.807747 0.994459 -0.645 -0.159 -0.024 0.5029
H 0.962666 -2.790484 1.297118 -0.026 -0.180 -0.399 0.4948
```
Positions in Å, forces in eV/Å.

Results
E_HOMO in eV: -9.4521
Spin multiplicity: 1
Molecular weight in u: 280.3
Energy relative to the best compared isomer or geometry (same formula, charge and spin) in kJ/mol: 331.7
LUMO level in Eh: 0.0068

---

Here is a 2-piece molecular cluster, C3H11NOS2 overall at a distorted geometry from OMol25. Energies are from ωB97M-V/def2-TZVPD.

XYZ file:
```
18
Properties=species:S:1:pos:R:3:forces:R:3:nbo_charge:R:1
C -3.104281 0.152095 -0.073154 -1.736 -1.021 1.730 -0.7468
S -1.509500 -0.341163 0.677580 -0.458 0.031 0.034 0.0761
S -0.318497 -0.194269 -0.984647 1.237 0.936 0.337 0.0154
C 0.711826 1.390293 -0.546816 -3.035 0.513 -2.085 -0.4794
C 1.621028 1.346991 0.590215 -1.139 -0.703 2.597 -0.2628
N 2.917736 0.992375 0.143380 2.207 -0.528 0.413 -0.8568
H -3.257080 1.204859 -0.128720 0.323 0.805 -0.397 0.2159
H -4.077941 -0.226071 0.440303 2.048 0.255 -0.208 0.2322
H -3.099634 -0.365013 -0.990972 -0.162 -0.055 -1.363 0.2249
H 1.302245 1.710173 -1.420869 -0.608 -0.288 -0.101 0.2352
H -0.170690 2.068765 -0.410587 1.147 -0.227 0.003 0.2282
H 1.566529 2.328140 1.089773 0.442 -0.292 -0.125 0.2062
H 1.142383 0.608919 1.306898 0.608 0.710 -0.091 0.1646
H 2.812868 0.123086 -0.412120 0.945 0.647 0.775 0.3628
H 3.702737 0.999387 0.879208 -1.968 -0.529 -1.682 0.3866
O 1.421764 -2.471447 0.398867 5.043 -1.570 1.799 -0.9474
H 0.637998 -2.837034 0.185318 -4.152 -0.869 -1.234 0.4735
H 1.518827 -1.559631 0.358770 -0.740 2.183 -0.401 0.4714
```
Positions in Å, forces in eV/Å.

Results
E_HOMO in eV: -8.8675
Spin multiplicity: 1
Molecular weight in u: 141.3
Energy relative to the best compared isomer or geometry (same formula, charge and spin) in kJ/mol: 120.5
LUMO level in Eh: 0.0237

---

Here is a 2-piece molecular cluster, CH7N3 overall at a distorted geometry from OMol25. Energies are from ωB97M-V/def2-TZVPD.

XYZ file:
```
11
Properties=species:S:1:pos:R:3:forces:R:3:nbo_charge:R:1
C -1.897532 0.391383 0.095002 -0.087 1.998 -2.806 -0.4119
N 2.658545 -0.136699 0.060055 0.200 4.836 -2.323 -0.3852
N -0.671793 -0.221982 0.474866 0.841 1.973 2.311 -0.7956
N 1.599763 -0.254025 -0.524158 1.425 -1.818 0.113 -0.2308
H -2.093287 0.006315 -0.877232 -0.916 -0.480 -0.944 0.1804
H -2.760920 0.273628 0.691585 -0.652 -0.383 1.034 0.1875
H -1.740408 1.486903 -0.138975 -0.533 -0.587 0.573 0.1430
H 3.158109 0.834339 -0.145965 -0.205 -1.833 1.107 0.2854
H 3.209339 -0.731723 0.650589 -0.011 -1.387 0.552 0.3394
H -0.525900 0.379674 1.334119 0.909 -1.410 -0.655 0.3201
H 0.011030 0.196043 -0.209123 -0.971 -0.907 1.038 0.3677
```
Positions in Å, forces in eV/Å.

Results
E_HOMO in eV: -8.2659
Spin multiplicity: 1
Molecular weight in u: 61.1
Energy relative to the best compared isomer or geometry (same formula, charge and spin) in kJ/mol: 404.2
LUMO level in Eh: 0.0306

---

Copy entry 3 word for word.
Here is one molecule with the formula C3H5I at a distorted geometry from OMol25. Energies are from ωB97M-V/def2-TZVPD.

XYZ file:
```
9
Properties=species:S:1:pos:R:3:forces:R:3:nbo_charge:R:1
C 0.177449 1.470509 -0.034878 3.716 9.541 -0.319 -0.4408
C -0.344840 0.271538 0.008017 -4.760 -12.915 0.387 -0.0916
C 0.346890 -1.210105 0.011980 -0.759 3.448 0.039 -0.6562
I -2.465290 0.017133 0.070826 1.334 0.489 -0.042 0.1471
H -0.451563 2.348454 -0.038013 0.171 0.066 -0.014 0.1926
H 1.238387 1.639843 -0.071010 0.233 -0.031 -0.004 0.1906
H 0.126205 -1.686523 0.958959 -0.021 -0.236 0.141 0.2225
H -0.046864 -1.783008 -0.815022 -0.042 -0.236 -0.148 0.2236
H 1.419624 -1.067840 -0.090859 0.128 -0.127 -0.038 0.2122
```
Positions in Å, forces in eV/Å.

Results
⟨S²⟩: 2.010
E_HOMO (alpha / beta) in eV: -5.2805 / -9.7558
Spin multiplicity: 3
Molecular weight in u: 168.0
Energy relative to the best compared isomer or geometry (same formula, charge and spin) in kJ/mol: 72.5
LUMO level (alpha / beta) in Eh: 0.0187 / -0.0938

---

Look up the energy relative to the best compared isomer or geometry (same formula, charge and spin) of the fifth one. 120.5 kJ/mol

---

Which of these has the highest molecular weight? C20H26N2O3S2

---

What is the molecular weight in the fourth record? 280.3 u